[1]
Below is 7 unconnected molecules or ions with the total composition C22H61N3O10 in a non-equilibrium geometry, with properties calculated with ωB97M-V with the def2-TZVPD basis set.

Cartesian coordinates (Å):
C  -2.33043  2.06165  1.50210
O  -2.76430  2.68687  0.30997
C  -1.73569  3.46373  -0.28276
C  -2.08015  3.70101  -1.73482
N  -2.03129  2.43350  -2.44691
C  -2.42076  2.61802  -3.83780
C  -2.42277  1.30278  -4.60951
O  -1.06154  0.95252  -4.86618
C  -0.84330  -0.44277  -4.94522
H  -1.69118  2.72675  2.08835
H  -1.79060  1.13696  1.27473
H  -3.18719  1.78726  2.11497
H  -0.73760  3.01034  -0.22998
H  -1.67732  4.39548  0.29946
H  -1.35983  4.41714  -2.13354
H  -3.09478  4.12739  -1.75494
H  -2.62795  1.78876  -1.93829
H  -1.75429  3.31993  -4.33900
H  -3.43947  3.03749  -3.89396
H  -2.92849  1.49404  -5.56085
H  -2.93484  0.54628  -4.01060
H  -1.37358  -1.05564  -4.21113
H  0.23225  -0.59431  -4.83747
H  -1.11239  -0.84912  -5.93143
C  1.41487  3.94373  1.80710
O  2.36589  3.07961  1.21370
C  1.91756  1.73166  1.20484
C  1.95557  1.10505  2.60061
N  3.26050  1.34074  3.20820
C  3.38364  0.88030  4.58634
C  2.41118  1.51543  5.60282
O  1.10175  0.98584  5.63151
C  1.01323  -0.31728  6.13599
H  1.63210  4.98179  1.57435
H  1.36203  3.76491  2.88737
H  0.40490  3.71603  1.45232
H  2.58689  1.13736  0.58229
H  0.90958  1.72638  0.78235
H  1.66226  0.05464  2.58350
H  1.18588  1.62059  3.19840
H  3.43259  2.33659  3.12407
H  4.36611  1.22802  4.92072
H  3.38439  -0.20892  4.59863
H  2.26862  2.55571  5.30509
H  2.89342  1.44830  6.58668
H  1.53957  -1.07378  5.53563
H  -0.03394  -0.60792  6.10443
H  1.44251  -0.40253  7.14058
C  -3.95810  -10.19818  1.20518
O  -3.75198  -8.89093  1.65219
C  -3.10882  -8.07773  0.70216
C  -2.92145  -6.68948  1.27857
N  -2.37080  -5.79944  0.24690
C  -2.40216  -4.41436  0.69472
C  -1.98678  -3.47852  -0.43111
O  -2.06522  -2.15518  0.02230
C  -1.39158  -1.25647  -0.83298
H  -3.01856  -10.65522  0.88023
H  -4.68911  -10.26815  0.38956
H  -4.38200  -10.78479  2.01860
H  -3.71992  -8.05485  -0.21210
H  -2.11978  -8.47195  0.43461
H  -2.19569  -6.74783  2.08989
H  -3.87808  -6.28100  1.62587
H  -2.91953  -5.90104  -0.60031
H  -1.78519  -4.30781  1.58686
H  -3.42055  -4.10701  0.99275
H  -2.63266  -3.64025  -1.30502
H  -0.95474  -3.75466  -0.69218
H  -1.86837  -1.27235  -1.82641
H  -0.33170  -1.50091  -0.90895
H  -1.54342  -0.23396  -0.48937
C  4.84245  2.59283  -2.06946
O  5.69369  2.07335  -3.06864
H  4.22126  1.86069  -1.54470
H  5.45196  3.11281  -1.32532
H  4.16330  3.28760  -2.55780
H  6.43040  1.56438  -2.73091
C  2.69329  -1.18864  -1.29172
O  3.12610  -2.49073  -0.93142
H  1.97023  -0.75157  -0.59658
H  3.53894  -0.49450  -1.37389
H  2.20296  -1.26009  -2.26073
H  3.33351  -2.51092  0.00599
C  1.52456  5.58306  -1.45420
O  2.26917  6.72151  -1.05024
H  1.28436  5.66135  -2.52173
H  1.98254  4.61929  -1.24445
H  0.55584  5.52625  -0.93373
H  1.66187  7.46434  -1.09087
C  1.26931  2.02182  -2.49529
O  0.46020  0.92071  -2.12453
H  1.61835  2.51541  -1.57982
H  2.11204  1.66586  -3.09228
H  0.73042  2.79443  -3.05233
H  -0.41415  1.04449  -2.52998

SMILES string: COCCNCCOC.COCCNCCOC.COCCNCCOC.CO.CO.CO.CO
Strongest force on any atom: 1.5 eV/A
Energy above the lowest of the compared OMol25 structures with the same formula, charge and spin: 0.0 kJ/mol

[2]
Below is 6 unconnected molecules or ions with the total composition C22H61N5O6 in a non-equilibrium geometry, with properties calculated with ωB97M-V with the def2-TZVPD basis set.

Cartesian coordinates (Å):
C  5.69764  7.58140  4.40003
O  4.25184  7.60845  4.18744
C  3.80881  6.91846  2.99667
C  2.25920  6.85961  2.68638
C  1.58403  8.18103  2.36350
N  1.52832  6.26751  3.78399
H  6.14500  6.67194  3.99895
H  6.03688  7.72325  5.42613
H  6.03745  8.42425  3.79815
H  4.33984  7.32656  2.13668
H  4.15253  5.88724  3.07759
H  2.10965  6.21460  1.82054
H  1.48646  8.91616  3.16235
H  0.59165  8.00088  1.95017
H  2.01977  8.68008  1.49795
H  1.85485  6.82921  4.55728
H  0.54349  6.44580  3.64827
C  3.34802  -7.78711  -3.92116
O  2.94822  -8.49721  -2.75884
C  1.77490  -7.99615  -2.09333
C  1.25736  -8.93983  -1.02204
C  0.24750  -10.04392  -1.36888
N  0.57636  -8.28229  0.05589
H  2.61447  -7.88842  -4.72099
H  4.12939  -8.48531  -4.22132
H  3.73209  -6.79588  -3.68020
H  2.00984  -7.04939  -1.60697
H  0.91984  -7.75895  -2.72634
H  2.11717  -9.29995  -0.45710
H  -0.73833  -9.62900  -1.57885
H  0.08545  -10.75710  -0.56066
H  0.68430  -10.69113  -2.12942
H  -0.40554  -8.12573  -0.12147
H  0.94338  -7.34157  0.07697
C  -5.06179  -2.48146  -3.33762
O  -5.53897  -3.28870  -4.37415
C  -6.91797  -3.52365  -4.33698
C  -7.18798  -4.92366  -4.94892
C  -7.32453  -5.01466  -6.45239
N  -8.46840  -5.47269  -4.48835
H  -5.08842  -2.95414  -2.35580
H  -5.47767  -1.47720  -3.25633
H  -3.99557  -2.33999  -3.51442
H  -7.30381  -3.30996  -3.34020
H  -7.30614  -2.66685  -4.88773
H  -6.33813  -5.53926  -4.65415
H  -7.96590  -4.24402  -6.88003
H  -7.75389  -5.97250  -6.74613
H  -6.27249  -5.00356  -6.73735
H  -8.50630  -6.42864  -4.81209
H  -8.70228  -5.49438  -3.50604
C  7.87993  -4.49197  0.19924
O  7.59533  -3.15214  -0.18350
C  8.29048  -2.17892  0.69107
C  8.08521  -0.77156  0.17568
C  6.57069  -0.35687  0.25185
N  8.44990  -0.72271  -1.23385
H  7.84695  -4.97138  -0.77912
H  7.06347  -4.93264  0.77134
H  8.87818  -4.71835  0.57387
H  7.77264  -2.22486  1.64910
H  9.32381  -2.46828  0.88234
H  8.81357  -0.13067  0.67253
H  6.20959  -0.60566  1.24976
H  6.05047  -1.14000  -0.29967
H  6.40908  0.68264  -0.03346
H  9.36143  -1.14273  -1.34697
H  7.77795  -1.43780  -1.47307
C  -4.49997  5.42463  2.23065
O  -4.88269  6.78390  1.82955
C  -5.89813  7.43861  2.62925
C  -6.39776  8.69894  1.86967
C  -7.51532  9.51425  2.47273
N  -7.04779  8.25836  0.61065
H  -5.27351  4.67883  2.04758
H  -4.37173  5.33486  3.30935
H  -3.66023  4.98579  1.69181
H  -6.68023  6.85784  3.11826
H  -5.40348  7.79173  3.53408
H  -5.63300  9.38756  1.51044
H  -7.05548  10.13390  3.24259
H  -8.28103  8.90549  2.95355
H  -8.06704  10.12131  1.75496
H  -7.88234  7.69996  0.71943
H  -6.34801  7.57557  0.35726
C  0.89953  -1.45413  1.97456
C  0.65738  0.06029  1.79911
O  0.55302  0.67133  3.04293
H  0.71430  -2.04379  1.07674
H  0.26711  -1.94416  2.71483
H  1.90521  -1.71419  2.30482
H  -0.10982  0.31804  1.06900
H  1.50162  0.62597  1.40496
H  0.64899  1.62040  2.93497

SMILES string: COC[C@H](C)N.COC[C@H](C)N.COC[C@H](C)N.COC[C@H](C)N.COC[C@H](C)N.CCO
Strongest force on any atom: 3.2 eV/A
Energy above the lowest of the compared OMol25 structures with the same formula, charge and spin: 427.3 kJ/mol

[3]
Below is 6 unconnected molecules or ions with the total composition C22H61N5O7 in a non-equilibrium geometry, with properties calculated with ωB97M-V with the def2-TZVPD basis set.

Cartesian coordinates (Å):
C  -16.23702  -31.30934  -3.20620
O  -16.28468  -30.00513  -3.66512
C  -17.43410  -29.27477  -3.27727
C  -17.49717  -27.97188  -4.03173
C  -16.54940  -26.80292  -3.63173
N  -18.84247  -27.40687  -3.98629
H  -17.26565  -31.74892  -3.31349
H  -15.90478  -31.29774  -2.18371
H  -15.65935  -31.86016  -3.90395
H  -18.33371  -29.88962  -3.52040
H  -17.43510  -29.16414  -2.22934
H  -17.35113  -28.13157  -5.06963
H  -15.56831  -27.10864  -3.50071
H  -16.99783  -26.21246  -2.83302
H  -16.43092  -26.06470  -4.33361
H  -19.37063  -27.94169  -4.69716
H  -18.97271  -26.39627  -4.23561
C  -23.25410  -25.01102  -2.05639
O  -22.99099  -26.25338  -2.74879
C  -23.88217  -27.35786  -2.61836
C  -23.21656  -28.54178  -3.29484
C  -21.76384  -28.68736  -2.86808
N  -23.32676  -28.35180  -4.69787
H  -24.17984  -24.51521  -2.34024
H  -22.44391  -24.38014  -2.15793
H  -23.16900  -25.09609  -1.03568
H  -23.99110  -27.67716  -1.60703
H  -24.92890  -26.98087  -2.81599
H  -23.81898  -29.50118  -3.18001
H  -21.46011  -29.75515  -3.00509
H  -21.63124  -28.64009  -1.79455
H  -21.10721  -28.15008  -3.55383
H  -24.26218  -28.39434  -5.08967
H  -22.98782  -27.38195  -4.85613
C  -15.57282  -32.66016  3.28273
O  -15.29707  -32.77062  1.88469
C  -13.89092  -32.72290  1.57692
C  -13.95029  -32.28029  0.07770
C  -14.29792  -33.49018  -0.85796
N  -12.60338  -31.83076  -0.27331
H  -14.92896  -33.34331  3.91320
H  -16.61360  -32.90063  3.49430
H  -15.45991  -31.61344  3.75321
H  -13.43973  -31.94209  2.16793
H  -13.36698  -33.71808  1.60520
H  -14.62882  -31.52011  -0.10885
H  -13.68482  -34.38475  -0.69225
H  -14.37351  -33.23024  -1.91998
H  -15.26259  -33.76194  -0.56432
H  -11.92265  -32.59229  -0.17802
H  -12.49340  -31.52245  -1.26437
C  -22.49322  -29.27002  4.72793
O  -21.87303  -28.30631  4.02003
C  -20.62199  -28.59432  3.40071
C  -20.78161  -28.42221  1.82950
C  -21.81483  -29.36887  1.24865
N  -19.58250  -28.71881  1.19785
H  -22.07227  -29.33403  5.75179
H  -22.31910  -30.29310  4.28544
H  -23.48876  -29.03790  4.58474
H  -19.97371  -27.78842  3.82184
H  -20.21042  -29.53466  3.63020
H  -20.97655  -27.38318  1.68871
H  -22.80231  -29.23332  1.75144
H  -21.40158  -30.25086  1.33460
H  -21.94211  -29.03055  0.12412
H  -18.84471  -28.34307  1.73882
H  -19.47337  -28.28645  0.26014
C  -17.19255  -29.66008  3.44740
O  -16.72858  -28.99734  2.29646
C  -15.58463  -29.52821  1.77478
C  -14.99296  -28.53446  0.71300
C  -15.88384  -28.36216  -0.45332
N  -13.57163  -28.88334  0.34686
H  -17.47177  -30.65872  3.37314
H  -18.14257  -29.18677  3.54794
H  -16.58769  -29.34098  4.26615
H  -14.81828  -29.75357  2.45145
H  -15.96356  -30.34737  1.23160
H  -14.91845  -27.59665  1.17396
H  -15.65140  -27.34956  -0.71689
H  -16.94847  -28.43352  -0.25729
H  -15.56147  -29.04515  -1.22899
H  -13.38303  -29.72415  -0.07647
H  -12.99545  -29.08376  1.14603
O  -17.84600  -32.72849  0.57735
C  -18.02950  -31.51728  -0.08312
C  -19.33403  -31.42947  -0.95570
O  -19.48323  -30.22125  -1.07322
H  -16.99599  -32.71002  1.00146
H  -18.10507  -30.72345  0.69892
H  -17.22295  -31.11496  -0.65331
H  -20.26070  -31.82768  -0.66344
H  -19.14299  -31.96441  -1.88923
H  -19.50588  -29.88976  -0.13783

SMILES string: COC[C@H](C)N.COC[C@H](C)N.COC[C@H](C)N.COC[C@H](C)N.COC[C@H](C)N.OCCO
Strongest force on any atom: 11.6 eV/A
Energy above the lowest of the compared OMol25 structures with the same formula, charge and spin: 732.1 kJ/mol